A cluster of 13 separate species, C13H52N26O13 in total in a non-equilibrium geometry, computed with ωB97M-V/def2-TZVPD.

ORCA input file:
```
! RIJCOSX wB97M-V def2-TZVPD def2/J DEFGRID3
* xyz 0 1
C 10.07 18.81 -14.35
O 10.52 19.91 -14.37
N 10.71 17.73 -13.98
N 8.80 18.50 -14.38
H 10.19 16.89 -13.80
H 11.71 17.91 -13.98
H 8.56 17.52 -14.42
H 8.10 19.20 -14.62
C 5.52 16.88 -18.98
O 4.72 16.50 -18.10
N 6.47 16.13 -19.38
N 5.63 18.15 -19.35
H 6.49 15.29 -18.82
H 7.09 16.33 -20.16
H 5.17 18.82 -18.75
H 6.24 18.57 -20.03
C 0.66 14.84 -11.31
O 1.16 13.78 -10.98
N -0.42 15.29 -10.84
N 1.17 15.57 -12.25
H -0.74 14.83 -10.00
H -0.72 16.23 -11.06
H 0.65 16.42 -12.41
H 2.02 15.31 -12.73
C 10.10 16.67 -17.90
O 10.60 16.84 -19.03
N 10.75 16.22 -16.87
N 8.87 16.81 -17.50
H 11.70 16.57 -16.83
H 10.21 16.16 -16.02
H 8.56 16.71 -16.54
H 8.20 17.16 -18.16
C 3.45 13.53 -13.92
O 3.57 14.67 -13.53
N 2.53 12.66 -13.52
N 4.42 12.91 -14.60
H 1.86 12.98 -12.83
H 2.39 11.73 -13.89
H 5.15 13.49 -14.98
H 4.26 11.93 -14.79
C 5.25 13.27 -17.91
O 6.31 13.84 -17.62
N 4.96 12.01 -18.01
N 4.19 13.91 -18.41
H 3.98 11.85 -18.21
H 5.54 11.38 -17.47
H 3.49 13.39 -18.93
H 4.20 14.92 -18.33
C 2.67 21.50 -13.67
O 3.39 21.67 -12.71
N 2.91 20.73 -14.66
N 1.60 22.20 -13.74
H 2.27 20.53 -15.41
H 3.70 20.10 -14.65
H 1.45 22.68 -12.87
H 0.95 22.04 -14.49
C 8.58 19.52 -20.19
O 7.52 19.69 -20.78
N 9.71 19.25 -20.80
N 8.74 19.91 -18.95
H 10.54 19.09 -20.26
H 9.69 19.22 -21.81
H 9.65 19.58 -18.66
H 8.02 20.10 -18.26
C 5.13 18.12 -14.89
O 5.20 18.70 -13.80
N 5.78 18.41 -15.94
N 4.32 17.09 -15.13
H 5.69 17.84 -16.76
H 6.39 19.22 -15.91
H 3.81 16.62 -14.40
H 4.26 16.67 -16.05
C 7.04 21.47 -15.84
O 7.61 20.48 -16.27
N 6.98 22.66 -16.33
N 6.20 21.49 -14.84
H 7.45 22.89 -17.20
H 6.80 23.45 -15.73
H 6.01 20.63 -14.35
H 5.84 22.34 -14.43
C 0.68 19.21 -17.11
O -0.21 18.71 -16.48
N 1.81 18.59 -17.41
N 0.83 20.45 -17.46
H 2.56 19.22 -17.67
H 2.08 17.72 -16.97
H 0.22 21.18 -17.10
H 1.53 20.67 -18.15
C 3.18 18.15 -10.75
O 4.34 18.25 -10.35
N 2.80 18.56 -12.00
N 2.14 17.81 -10.04
H 1.83 18.41 -12.23
H 3.49 18.88 -12.67
H 1.35 17.47 -10.57
H 2.30 17.60 -9.06
C 7.95 14.82 -14.28
O 8.69 15.69 -14.78
N 8.39 13.74 -13.73
N 6.67 14.85 -14.29
H 9.38 13.59 -13.84
H 7.72 13.02 -13.51
H 6.27 15.77 -14.42
H 6.13 14.20 -13.73
*
```

Output
F_max ... 6.677 eV/Å
Energy relative to the best compared isomer or geometry (same formula, charge and spin) ... 7.2075 eV
Gap between HOMO and LUMO ... 8.74 eV
E_tot ... -79694.1933 eV

Atom charges from the Löwdin analysis, given in e for atoms 1 to 6: -0.798, 0.051, 0.152, 0.181, 0.085, 0.120